A molecular structure, C17H32CuNO3S, computed with the ωB97M-V functional and the def2-TZVPD basis.

Last column: Löwdin charge in e.
Positions of all 55 atoms, in Å:
1 C -3.821 1.769 -1.981  -0.14
2 C -2.302 1.768 -1.296  -0.45
3 S -2.546 1.540 0.541  1.16
4 C -1.112 0.681 1.374  -0.33
5 C -0.343 -0.457 0.481  -0.37
6 C 0.578 -1.429 1.486  -0.07
7 C 1.027 -0.697 2.880  -0.20
8 O 1.833 0.523 2.719  -0.12
9 C 1.860 1.108 4.101  -0.23
10 O 2.296 0.398 5.176  0.00
11 C 1.361 2.654 4.442  -0.15
12 C 2.471 3.754 3.869  -0.12
13 C 0.730 0.259 -0.528  -0.09
14 C 1.145 -0.594 -1.854  -0.40
15 C 0.648 0.248 -3.212  -0.06
16 C 2.816 -0.526 -1.933  -0.05
17 N 0.788 -2.043 -1.876  -0.14
18 O 1.728 -2.866 -1.402  -0.02
19 C -0.610 -2.386 -1.492  -0.40
20 C -0.577 -3.963 -0.935  -0.06
21 C -1.541 -2.464 -2.880  -0.04
22 C -1.321 -1.482 -0.339  -0.09
23 H -3.740 1.965 -3.143  0.12
24 H -4.508 2.626 -1.514  0.11
25 H -4.380 0.745 -1.849  0.13
26 H -1.692 0.892 -1.775  0.09
27 H -1.797 2.778 -1.614  0.08
28 H -0.305 1.526 1.612  0.14
29 H -1.535 0.275 2.414  0.14
30 H 0.080 -2.468 1.692  0.13
31 H 1.590 -1.638 0.889  0.15
32 H 0.110 -0.532 3.625  0.14
33 H 1.729 -1.477 3.451  0.16
34 H 0.268 2.859 4.061  0.10
35 H 1.366 2.800 5.626  0.14
36 H 3.523 3.367 4.273  0.11
37 H 2.307 4.805 4.403  0.10
38 H 2.450 3.845 2.693  0.08
39 H 0.420 1.341 -0.892  0.11
40 H 1.722 0.430 0.115  0.13
41 H 1.039 1.351 -3.200  0.09
42 H 1.219 -0.289 -4.112  0.12
43 H -0.495 0.131 -3.430  0.06
44 H 3.262 -1.239 -2.747  0.11
45 H 3.098 0.581 -2.248  0.10
46 H 3.307 -0.704 -0.860  0.11
47 H -0.044 -4.019 0.131  0.09
48 H -1.715 -4.247 -0.715  0.11
49 H -0.099 -4.703 -1.721  0.12
50 H -1.660 -3.612 -3.178  0.11
51 H -2.652 -2.085 -2.682  0.09
52 H -1.032 -1.948 -3.800  0.08
53 H -2.271 -0.981 -0.826  0.09
54 H -1.755 -2.244 0.471  0.14
55 Cu -2.918 4.075 -2.493  0.76

Properties
HOMO level (spin up / spin down) = -13.8 / -14.7 eV
E_tot = -81224.2369 eV
lowest unoccupied orbital energy (spin up / spin down) = -9.67 / -11.40 eV
gap between HOMO and LUMO (spin up / spin down) = 4.1 / 3.3 eV
largest force on an atom = 9.39 eV Å⁻¹
2S+1 = 3
total charge = +2